DFT (wB97M-V/def2-TZVPD) results for a structure of composition C40H47F6N4NiO at a distorted geometry.

<S²>: 2.0123
Total energy: -107603.69490 eV
Multiplicity: 3
Kohn-Sham gap (spin up / spin down): 5.4 / 5.5 eV
Charge: -1

Atoms and positions in Å:
Ni: 0.10 0.07 -0.27
C: -5.96 1.67 -1.45
C: -4.61 2.14 -2.01
C: -3.49 1.96 -1.04
C: -3.02 2.77 -0.05
C: -3.44 4.11 0.50
C: -4.43 4.93 -0.32
C: -1.89 2.09 0.54
N: -1.63 0.93 -0.13
C: -2.66 0.77 -1.02
C: -2.95 -0.45 -1.57
C: -2.09 -1.56 -1.46
C: -2.40 -2.93 -1.72
C: -3.78 -3.48 -1.75
C: -4.39 -3.44 -0.34
C: -1.20 -3.61 -1.73
C: -0.19 -2.63 -1.47
C: 1.20 -2.80 -1.62
C: 2.11 -1.90 -1.11
N: 1.77 -0.91 -0.24
C: 2.92 -0.52 0.39
C: 2.94 0.20 1.56
C: 1.77 0.72 2.13
N: 0.67 1.02 1.39
C: -0.16 1.72 2.21
C: -1.29 2.41 1.74
C: 0.34 1.73 3.55
C: 1.57 1.09 3.50
C: 2.57 0.70 4.55
C: 2.10 0.75 6.00
C: -0.45 2.29 4.69
C: -0.14 3.76 4.96
C: 4.05 -1.19 -0.22
C: 3.55 -2.03 -1.16
C: 4.30 -2.91 -2.10
C: 4.52 -4.33 -1.55
C: 5.46 -0.99 0.21
C: 5.81 -1.87 1.42
N: -0.76 -1.43 -1.20
C: -0.95 -5.08 -1.78
C: -0.61 -5.59 -0.37
H: -6.75 1.85 -2.17
H: -6.20 2.19 -0.53
H: -5.93 0.60 -1.24
H: -4.70 3.19 -2.31
H: -4.39 1.57 -2.92
H: -2.53 4.70 0.64
H: -3.86 3.93 1.50
H: -4.01 5.15 -1.30
H: -4.63 5.87 0.20
H: -5.37 4.40 -0.44
H: -3.88 -0.58 -2.10
H: -3.76 -4.51 -2.11
H: -4.42 -2.90 -2.43
H: -3.80 -4.06 0.33
H: -5.41 -3.80 -0.34
H: -4.37 -2.42 0.04
H: 1.56 -3.66 -2.16
H: 3.88 0.34 2.07
H: -1.70 3.20 2.34
H: 3.46 1.33 4.44
H: 2.89 -0.33 4.34
H: 1.85 1.77 6.29
H: 2.90 0.41 6.65
H: 1.24 0.11 6.15
H: -0.26 1.72 5.60
H: -1.51 2.19 4.46
H: 0.91 3.89 5.22
H: -0.75 4.14 5.78
H: -0.35 4.36 4.07
H: 5.28 -2.46 -2.30
H: 3.77 -2.98 -3.05
H: 5.08 -4.29 -0.62
H: 5.08 -4.93 -2.27
H: 3.57 -4.81 -1.36
H: 5.62 0.06 0.48
H: 6.14 -1.23 -0.61
H: 5.14 -1.66 2.25
H: 6.84 -1.68 1.74
H: 5.72 -2.92 1.17
H: -0.12 -5.30 -2.45
H: -1.83 -5.60 -2.16
H: 0.26 -5.07 0.02
H: -0.40 -6.66 -0.38
H: -1.44 -5.41 0.31
C: 0.93 1.76 -4.38
C: 0.92 1.87 -2.83
O: 0.36 0.83 -2.23
C: 0.16 3.20 -2.49
F: 0.65 4.29 -3.14
F: -1.12 3.12 -2.87
F: 0.17 3.52 -1.19
C: 2.40 2.05 -2.38
F: 2.56 2.14 -1.06
F: 3.15 1.02 -2.81
F: 2.99 3.16 -2.91
H: -0.08 1.63 -4.73
H: 1.52 0.89 -4.66
H: 1.36 2.66 -4.82

DFT (wB97M-V/def2-TZVPD) results for a structure of composition C40H47IrN8P2S3Si.

<S²>: 0.7686
Total energy: -115962.50691 eV
Multiplicity: 2
Kohn-Sham gap (spin up / spin down): 7.5 / 5.7 eV
Charge: +1

Atoms and positions in Å:
Ir: -1.40 0.03 -1.11
C: 4.72 2.97 -3.07
Si: 2.90 2.65 -3.33
C: 1.92 4.21 -3.03
C: 2.57 1.95 -5.03
C: 2.38 1.36 -2.03
C: 3.30 0.76 -1.17
C: 2.91 -0.17 -0.20
C: 1.58 -0.48 -0.09
N: 0.67 0.09 -0.90
C: 1.05 0.96 -1.85
S: -0.38 1.49 -2.71
H: 5.06 3.72 -3.78
H: 5.33 2.07 -3.24
H: 4.93 3.35 -2.07
H: 2.24 4.99 -3.73
H: 2.08 4.59 -2.02
H: 0.85 4.05 -3.18
H: 2.86 2.67 -5.80
H: 1.52 1.72 -5.17
H: 3.15 1.04 -5.19
H: 4.35 1.03 -1.25
H: 3.63 -0.63 0.46
H: 1.20 -1.17 0.65
C: -1.45 3.41 -0.39
P: -1.60 1.79 0.43
C: -0.05 1.82 1.50
N: 0.78 2.72 1.05
C: 2.04 2.77 1.54
C: 2.95 3.73 1.05
C: 4.24 3.72 1.51
C: 4.67 2.76 2.46
C: 3.80 1.83 2.95
C: 2.46 1.83 2.50
N: 1.58 0.91 2.98
C: 0.35 0.89 2.53
P: -0.76 -0.41 3.26
C: 0.36 -1.86 3.11
C: -0.71 -0.11 5.12
C: -1.16 1.33 5.40
C: 0.63 -0.37 5.79
C: -1.76 -1.07 5.69
C: -3.17 2.03 1.44
C: -3.80 0.73 1.93
C: -2.82 2.95 2.62
C: -4.21 2.74 0.56
H: -0.48 3.50 -0.85
H: -1.57 4.21 0.34
H: -2.22 3.47 -1.16
H: 2.60 4.46 0.33
H: 4.95 4.46 1.14
H: 5.69 2.78 2.80
H: 4.10 1.10 3.69
H: 1.39 -1.60 3.34
H: 0.29 -2.30 2.12
H: 0.02 -2.62 3.81
H: -0.47 2.06 4.99
H: -1.19 1.48 6.48
H: -2.16 1.52 5.01
H: 1.42 0.28 5.41
H: 0.96 -1.40 5.67
H: 0.53 -0.19 6.86
H: -2.75 -0.88 5.27
H: -1.82 -0.94 6.77
H: -1.50 -2.11 5.50
H: -3.15 0.17 2.59
H: -4.08 0.09 1.09
H: -4.72 0.98 2.47
H: -2.03 2.54 3.24
H: -3.71 3.07 3.24
H: -2.52 3.94 2.28
H: -4.46 2.17 -0.34
H: -3.93 3.75 0.27
H: -5.13 2.82 1.15
S: -2.04 -1.69 0.33
C: -3.52 -2.16 -0.34
C: -4.08 -3.39 0.13
N: -4.48 -4.40 0.51
C: -4.21 -1.37 -1.26
S: -3.59 0.10 -1.83
C: -5.50 -1.77 -1.73
N: -6.54 -2.08 -2.10
N: 1.64 -9.79 -4.06
C: 1.26 -8.71 -3.97
C: 0.79 -7.36 -3.85
C: 1.15 -6.41 -4.81
C: 0.70 -5.11 -4.69
C: -0.11 -4.77 -3.61
C: -0.49 -5.70 -2.66
C: -0.03 -7.01 -2.78
N: -0.57 -3.42 -3.49
C: -1.13 -2.64 -4.48
C: -1.44 -1.46 -3.90
N: -1.09 -1.50 -2.57
C: -0.57 -2.70 -2.36
H: 1.78 -6.70 -5.63
H: 0.99 -4.36 -5.41
H: -1.15 -5.43 -1.85
H: -0.31 -7.75 -2.05
H: -1.27 -3.01 -5.48
H: -1.89 -0.59 -4.34
H: -0.17 -3.06 -1.43

DFT (wB97M-V/def2-TZVPD) results for a cluster of 6 separate species, C40H47N6O in total at a distorted geometry.

Total energy: -53218.04769 eV
Kohn-Sham gap: 8.2 eV
Charge: +1

Atoms and positions in Å:
C: -4.66 -1.97 -2.96
C: -3.45 -0.95 -3.25
C: -3.61 0.55 -3.60
C: -2.32 1.37 -3.89
C: -0.88 0.78 -3.84
C: -0.70 -0.71 -3.44
C: 0.68 -1.50 -3.33
C: 1.83 -0.73 -2.52
C: 3.08 -1.79 -2.40
C: 2.97 -2.72 -1.10
N: 1.58 -2.90 -0.56
C: 0.83 -1.62 -0.30
C: 1.44 -0.32 -1.01
C: 0.55 1.00 -0.87
C: 1.26 2.21 -1.67
O: 2.53 2.27 -1.78
C: -2.01 -1.54 -3.15
H: -4.33 -2.97 -3.43
H: -5.62 -1.68 -3.53
H: -4.87 -2.11 -1.84
H: -4.66 1.02 -3.66
H: -2.44 2.46 -4.19
H: 0.06 1.39 -4.05
H: 1.07 -1.61 -4.42
H: 0.47 -2.57 -2.97
H: 2.22 0.13 -3.17
H: 2.98 -2.48 -3.33
H: 4.10 -1.28 -2.47
H: 3.68 -2.42 -0.24
H: 3.33 -3.77 -1.42
H: 0.98 -3.53 -1.13
H: 1.68 -3.38 0.36
H: 0.85 -1.40 0.84
H: -0.28 -1.67 -0.59
H: 2.44 -0.09 -0.48
H: 0.58 1.31 0.25
H: -0.55 0.88 -1.13
H: 0.68 3.05 -2.19
H: -1.90 -2.64 -2.88
N: -1.16 5.35 -3.33
C: -1.81 5.81 -2.25
C: -1.54 7.03 -1.65
C: -0.55 7.82 -2.20
C: 0.14 7.37 -3.31
C: -0.20 6.14 -3.84
H: -2.57 5.15 -1.86
H: -2.10 7.34 -0.78
H: -0.31 8.78 -1.75
H: 0.93 7.97 -3.76
H: 0.31 5.75 -4.72
N: 1.92 -3.72 3.34
C: 2.46 -2.50 3.20
C: 2.80 -1.68 4.27
C: 2.56 -2.15 5.56
C: 1.99 -3.41 5.72
C: 1.70 -4.15 4.59
H: 2.63 -2.18 2.18
H: 3.24 -0.71 4.10
H: 2.81 -1.54 6.42
H: 1.79 -3.80 6.71
H: 1.26 -5.14 4.67
N: -4.64 0.21 -7.55
C: -4.66 0.06 -8.89
C: -3.52 -0.06 -9.66
C: -2.29 -0.03 -9.03
C: -2.24 0.13 -7.65
C: -3.43 0.24 -6.96
H: -5.65 0.04 -9.33
H: -3.60 -0.19 -10.74
H: -1.37 -0.12 -9.61
H: -1.29 0.16 -7.13
H: -3.45 0.36 -5.89
N: 3.75 -0.48 8.50
C: 4.30 0.74 8.37
C: 4.63 1.56 9.44
C: 4.39 1.09 10.72
C: 3.83 -0.16 10.89
C: 3.53 -0.91 9.76
H: 4.47 1.06 7.35
H: 5.07 2.53 9.27
H: 4.64 1.70 11.58
H: 3.62 -0.56 11.88
H: 3.09 -1.90 9.84
N: -1.54 -0.14 4.59
C: -2.79 -0.32 5.03
C: -3.48 -1.53 4.92
C: -2.83 -2.60 4.33
C: -1.53 -2.44 3.87
C: -0.93 -1.20 4.03
H: -3.26 0.55 5.47
H: -4.49 -1.62 5.30
H: -3.33 -3.56 4.24
H: -0.99 -3.25 3.41
H: 0.08 -1.02 3.69